Here is a cluster of 3 separate species, C42H75F5NO6PS2 in total from the OMol25 dataset. Energies are from wB97M-V/def2-TZVPD.

```
132
Properties=species:S:1:pos:R:3:forces:R:3:mulliken_charge:R:1
S -1.1037 -2.9372 -0.2919 0.089 -0.667 -1.000 0.07
S 1.0432 -4.9949 -0.2407 -0.094 0.725 -0.494 -0.21
P -1.5220 1.4730 -3.0783 0.978 -0.684 0.630 -0.22
F -3.5386 -0.4515 1.0758 -1.693 0.453 0.479 -0.22
F -4.0473 2.4156 -3.5463 0.983 0.595 0.647 -0.30
F -5.6815 0.2529 0.8465 1.451 -0.309 0.994 -0.25
F -2.4914 4.0412 -3.5283 -0.342 -0.992 0.690 -0.30
F -4.4910 0.7195 2.7148 -0.533 -0.880 -1.318 -0.27
O 6.8577 9.1731 3.1201 -0.181 -0.091 -0.120 -0.47
O -5.3073 -7.5666 3.4340 -0.197 0.042 0.089 -0.46
O -7.8142 -8.9667 4.5080 0.029 -0.024 -0.344 -0.26
O 5.7167 7.0584 1.2103 0.233 0.182 -0.131 -0.20
O 3.9171 9.5403 2.3338 0.038 -0.046 0.336 -0.24
O -7.3216 -5.7619 4.8851 0.297 -0.029 0.154 -0.29
N 0.7702 -3.2083 -2.3249 0.346 -1.217 0.948 0.52
C -6.6450 -5.5053 3.6622 -0.382 -0.300 0.102 -0.60
C 4.6348 -4.8451 -1.3225 0.109 0.555 0.624 -0.88
C 6.2547 7.9133 3.4075 0.240 -0.041 0.055 -0.41
C -5.5240 -8.2060 4.6891 0.185 -0.211 -0.096 -0.38
C -3.8844 1.8638 0.7119 0.348 0.751 -1.243 0.15
C 4.0041 0.8931 0.2038 -0.257 1.414 0.365 -1.07
C 2.7053 -4.7285 -3.1547 0.341 -0.534 -0.291 -0.37
C -3.1105 3.0099 -1.3830 -0.675 -0.361 0.835 0.06
C -2.8526 2.8386 -2.9228 -0.471 0.125 -0.054 1.03
C -4.1995 -3.8955 1.4268 -0.164 0.129 -0.941 -0.99
C 5.5220 1.9792 -1.6426 -0.579 0.103 0.302 -0.90
C -2.3601 -4.3271 -0.3170 0.408 0.053 -0.016 -0.77
C 0.3587 -3.7557 -1.0818 -0.490 -0.035 0.139 -0.23
C -6.3911 -6.8019 2.9107 0.187 0.128 -0.082 -0.43
C 2.2087 -3.3337 -2.6232 0.871 0.416 -0.666 -0.92
C 4.9357 10.5314 2.3789 -0.074 -0.335 -0.384 -0.57
C 3.0960 2.5392 -2.5246 -0.168 0.432 -1.108 -0.40
C -3.8160 -3.7555 -0.1044 0.762 -0.267 0.534 -0.22
C -0.6845 -2.1770 -4.1579 -0.707 -0.795 0.228 -0.70
C 0.7380 3.1715 -3.5009 0.566 0.206 0.361 -0.88
C 2.2927 3.1147 -3.7840 1.135 0.640 0.083 0.43
C -8.6220 -9.8879 3.8048 0.038 0.177 0.175 -0.79
C 2.8475 9.8248 3.2115 0.099 -0.095 -0.210 -0.80
C -2.8104 4.2181 -0.6494 -0.878 -1.948 0.917 -0.66
C -3.6552 1.8170 -0.7172 0.446 2.067 1.136 -0.29
C -7.0594 -4.7788 5.8653 -0.147 -0.186 -0.104 -0.79
C 6.2899 9.9237 2.0500 0.080 0.233 0.160 -0.32
C -3.0579 4.2223 0.7904 -0.164 -1.139 -0.463 -0.46
C -3.5674 3.0609 1.4845 0.012 -0.542 -2.032 -0.75
C 4.5947 2.2446 -2.8718 0.289 -1.038 0.378 -0.39
C -0.1156 2.0532 -4.2032 -1.198 1.107 -0.379 -0.42
C 5.1417 1.8159 -0.3314 0.525 0.656 -0.410 0.81
C -6.4638 -9.3987 4.6147 -0.229 0.354 0.299 -0.57
C 5.9739 2.6104 0.7475 0.424 -2.830 0.228 -1.36
C -4.4486 0.5477 1.3563 1.623 2.149 -0.460 0.87
C 6.5292 6.8490 2.3573 -0.491 0.101 -0.018 -0.54
C 2.7025 2.4133 -5.1301 -1.189 -0.961 0.499 -1.41
C 4.2065 -5.0788 -2.8235 0.303 -0.420 0.492 -0.62
C -1.5574 -1.3072 -3.1921 0.394 0.496 -0.338 0.08
C -2.2676 -0.0727 -3.9063 0.415 0.517 0.228 -0.79
C -0.1262 -3.4996 -3.4600 -1.692 1.342 -0.604 -0.76
C 6.3019 6.5438 0.0312 -0.186 0.052 0.120 -0.67
H -2.0244 0.0062 -4.9966 -0.563 -0.347 0.773 0.51
H -2.3573 -1.9193 -2.7072 0.818 0.320 -0.386 -0.03
H 0.3945 4.2040 -3.7924 0.002 -1.208 0.070 0.38
H 1.9949 2.7143 -5.9530 0.974 -0.067 0.627 0.37
H 4.9952 3.1666 -3.3868 -0.212 -0.883 0.569 0.31
H 3.7754 2.5222 -5.4080 -0.945 0.235 0.175 0.37
H 7.2988 6.9710 -0.1243 0.065 -0.104 -0.003 0.38
H -2.2157 -4.8411 -1.2980 -0.301 0.399 0.771 0.31
H 0.4460 1.1292 -4.4808 -0.389 0.747 0.312 0.02
H -3.8505 -4.9139 1.7468 -0.657 0.935 -0.015 0.35
H -3.7352 3.0284 2.5831 0.208 0.276 -1.050 0.42
H 5.1875 8.0212 3.6034 -0.059 -0.060 -0.231 0.16
H -3.8840 0.8926 -1.3031 0.251 0.989 0.621 0.17
H -6.0912 -6.5411 1.8918 0.094 0.020 0.065 0.46
H 6.7152 7.5828 4.3425 0.086 0.042 -0.068 0.41
H -2.0586 -5.0274 0.4986 -0.423 0.436 -0.719 0.52
H 5.4192 -4.0404 -1.2220 -0.726 -0.787 -0.261 0.22
H 2.5229 1.6488 -2.1659 0.661 0.641 -0.088 0.04
H 0.6102 3.1396 -2.3781 0.044 -0.139 -1.059 0.34
H -7.2882 -4.8526 3.0585 0.168 0.090 -0.176 0.45
H -3.3736 -0.0840 -3.7065 1.079 0.057 -0.513 0.49
H -5.9820 -4.6824 6.0389 0.010 0.127 -0.028 0.34
H -5.8378 -7.4929 5.4506 -0.253 -0.019 -0.030 0.15
H 3.0179 1.0139 -0.3064 0.852 -0.163 0.287 0.28
H 4.6873 11.2938 1.6301 0.152 0.182 0.077 0.39
H 2.0815 -5.5787 -2.7707 0.437 1.012 -0.133 0.29
H 4.3452 -6.1764 -3.0351 -0.187 1.070 0.011 0.35
H 3.0963 3.3705 -1.7662 -0.193 -1.064 -0.350 0.32
H -6.1865 -10.0255 3.7604 0.013 0.012 -0.026 0.35
H 0.3201 -4.1079 -4.2841 0.142 0.244 1.051 0.28
H 6.2575 9.3425 1.1290 -0.234 -0.100 0.023 0.11
H -6.3779 -9.9878 5.5362 0.220 -0.111 -0.044 0.41
H 4.9457 -4.5501 -3.4801 -0.856 -0.293 0.404 0.35
H 3.7868 -4.5010 -0.6671 0.720 -0.496 -0.756 0.18
H -5.6886 -5.0026 3.8449 0.003 0.002 -0.012 0.37
H 7.5918 6.8725 2.0901 0.005 0.003 0.009 0.38
H 2.4383 -2.5808 -3.4356 -0.335 -0.614 0.813 0.20
H -4.5418 -8.5776 4.9955 -0.021 -0.024 -0.126 0.41
H 2.6073 -4.7744 -4.2782 0.016 0.182 1.051 0.34
H -4.5132 -4.3685 -0.7277 0.482 0.500 0.542 0.34
H 2.7719 -2.9611 -1.7244 -0.545 -0.660 -0.800 0.42
H 2.1532 8.9849 3.1830 0.046 0.033 -0.100 0.23
H 6.9882 10.7474 1.8749 -0.021 -0.015 0.127 0.41
H -3.7173 -3.1189 2.0720 -0.307 -0.647 -0.635 0.25
H -5.3133 -3.7795 1.4974 0.990 -0.261 0.280 0.30
H 6.9797 2.8891 0.3448 -1.000 0.177 0.252 0.40
H -8.7064 -10.8290 4.3579 -0.021 -0.103 -0.113 0.33
H 0.1557 -1.6018 -4.6237 -0.644 -0.320 0.465 0.13
H -2.4041 5.1001 -1.1841 -0.360 -0.726 0.537 0.44
H -7.4817 -3.8144 5.5665 0.099 0.116 0.066 0.33
H -1.3625 -2.5252 -4.9875 0.749 0.282 0.539 0.38
H 6.1715 1.8737 1.5846 -0.102 1.010 -0.444 0.42
H -7.2963 -7.4041 2.8276 -0.086 0.080 0.214 0.17
H -0.8848 -0.9144 -2.3775 -0.815 -0.503 -0.668 0.24
H 4.9797 11.0001 3.3678 0.019 -0.012 0.022 0.36
H -2.8411 5.1292 1.4024 -0.157 -0.830 -0.742 0.33
H -0.5742 2.5174 -5.1198 0.621 -0.724 0.519 0.46
H 4.7294 1.3988 -3.5959 -0.407 0.710 0.340 0.30
H 6.6268 1.9548 -1.8510 -1.037 1.233 0.232 0.31
H 5.0625 -5.7532 -0.8229 -0.418 0.677 -0.635 0.28
H -9.6144 -9.4512 3.6920 0.053 0.015 0.102 0.23
H 2.6394 4.1877 -3.8696 -0.372 -0.966 0.022 0.29
H 3.8383 1.1722 1.2828 0.073 -0.565 -0.980 0.34
H 5.6743 6.8323 -0.8125 -0.057 -0.034 0.102 0.23
H 6.3614 5.4524 0.0749 0.136 -0.035 -0.104 0.12
H 6.2796 5.8617 2.7655 0.206 -0.044 0.150 0.36
H -3.8691 -2.6911 -0.4605 -0.021 -0.978 0.340 0.02
H 2.3224 10.7334 2.8993 -0.055 0.054 0.134 0.33
H -7.5264 -5.0991 6.7969 -0.058 -0.007 -0.099 0.25
H -8.2147 -10.0739 2.8050 0.009 -0.131 0.003 0.34
H 2.5197 1.3049 -4.9900 0.339 0.970 -0.260 0.19
H 4.3222 -0.1764 0.1272 -0.183 0.926 0.098 0.21
H 3.2101 9.9338 4.2394 -0.050 0.117 0.029 0.34
H -1.0091 -4.0672 -3.0633 0.737 0.450 -0.459 0.29
H 5.3947 3.4621 1.1766 0.429 -0.554 -0.632 0.23
```
Forces are in eV/Å.

Values from the calculation:
E_tot = -3788.272116 a.u.
orbital gap = 7.87 eV
multiplicity = 1
LUMO = -0.004 Eh
structure (SMILES) = CCCCN(CCCCP(CC[C@H](C)CCC=C(C)C)C(F)(F)c1cccc(C(F)(F)F)c1)C(=S)SCCC.COCCOCCOC.COCCOCCOC

***

Here is a cluster of 7 separate species, C42H75NO11P2S in total from the OMol25 dataset. Energies are from wB97M-V/def2-TZVPD.

```
132
Properties=species:S:1:pos:R:3:forces:R:3:mulliken_charge:R:1
S -5.7916 2.5253 1.3419 -0.657 1.401 2.079 -0.14
P 1.0086 3.7054 4.6045 0.363 -5.661 3.441 1.20
P -10.1760 5.3192 4.5190 0.421 1.549 -0.809 0.15
O 0.8659 2.3630 5.4864 0.223 4.819 -3.014 -0.72
O -5.7573 -6.0616 1.6309 0.049 0.178 0.025 -0.45
O 8.7328 -4.3623 -12.1907 -0.287 -0.041 -0.067 -0.53
O 1.2449 5.0007 5.7444 -1.074 -1.451 -2.199 -0.43
O -9.6625 5.6682 6.1462 -0.090 -2.553 -1.163 -0.52
O 5.4328 -5.7990 -8.7307 -0.296 -0.022 -0.018 -0.54
O -11.9131 5.1980 4.5502 1.933 -0.547 2.600 -0.49
O 2.3375 3.4301 3.5130 -2.489 0.245 1.392 -0.45
O 4.6500 -4.3292 -3.6766 0.036 0.033 0.299 -0.49
O -2.1280 8.8156 5.8316 -0.082 -0.273 -0.268 -0.40
O 4.6079 -0.1696 -0.1278 0.062 0.238 -0.038 -0.54
N -7.4489 5.1453 2.4174 1.986 -2.130 1.915 -0.19
C 4.9032 -4.6029 -5.0522 -0.778 0.041 -0.200 0.36
C -7.8832 0.8991 3.0169 -0.986 1.935 0.416 0.25
C -3.2754 4.1160 2.2130 -2.919 2.675 1.338 -0.09
C 10.8173 -5.5492 -12.0321 0.054 -0.267 0.246 -1.27
C -3.5185 6.6709 3.4122 -1.324 -3.588 -1.696 -0.49
C -7.0888 -7.4514 0.1906 -0.104 0.093 -0.325 -1.27
C -7.3172 2.3616 2.4810 -2.361 0.936 2.148 0.09
C -5.7192 -7.2271 0.8117 -0.474 -0.319 0.425 0.38
C -7.5995 -1.6390 1.5779 4.393 0.131 1.604 -0.34
C -5.1827 6.5762 3.2705 1.456 -2.549 -1.123 -0.60
C -0.5772 3.8341 3.5477 -1.098 1.300 0.356 -0.74
C -6.5371 -2.8620 1.1730 1.740 2.302 1.868 -0.28
C -4.9519 -2.8922 1.6890 -2.176 3.392 1.480 -0.32
C 2.2289 2.0101 3.0720 -0.463 -2.186 -0.720 -0.13
C -7.0303 -0.4276 2.5243 2.173 -2.197 -0.357 0.03
C 6.7888 -5.6774 -8.3093 0.297 -0.065 -0.641 0.98
C 0.1290 5.0850 6.7207 -1.075 -0.334 1.186 0.16
C 2.9244 1.7408 1.5958 0.912 -0.019 0.562 -0.82
C 7.5173 -6.9858 -8.5721 0.044 -0.284 0.243 -1.49
C -8.0056 3.8259 2.9045 -1.681 -3.491 1.767 -0.07
C -4.9081 4.0482 2.0850 0.424 2.648 1.543 0.08
C 4.5441 -3.3814 -5.8832 0.273 0.265 -0.145 -1.17
C -9.3294 3.7121 3.9204 0.895 -4.007 -0.054 0.15
C 10.0888 -4.2407 -11.7693 0.254 -0.113 -0.639 0.66
C -5.4499 -0.5000 3.0671 -0.609 -2.280 -1.925 -0.13
C -4.3924 -1.6968 2.6755 -4.835 0.548 -1.515 -0.40
C -2.5769 5.4319 2.8969 -3.329 -0.108 -0.409 0.25
C -2.6358 9.9842 7.8701 -0.325 0.178 0.031 -1.26
C 4.2562 -1.5404 -0.2964 0.771 -0.227 0.158 0.50
C -5.9501 5.2551 2.5899 5.141 0.553 0.532 0.27
C -5.2898 -8.4195 1.6517 0.345 -0.144 0.021 -1.28
C 4.3295 -2.2482 1.0472 -0.301 -0.053 0.235 -1.26
C -0.2986 9.8977 6.9546 0.262 0.167 -0.211 -1.20
C 0.3904 4.1954 8.0948 -0.839 0.562 0.250 -0.94
C 10.7439 -3.0839 -12.5070 0.031 0.351 0.126 -1.41
C -9.2354 0.7909 3.9958 1.512 4.396 -1.403 -0.46
C 5.1912 -2.1792 -1.3109 -0.178 -0.081 -0.259 -1.23
C 4.0988 -5.8201 -5.4800 0.168 -0.377 -0.102 -1.09
C -0.9108 5.3877 3.0279 -1.538 -1.045 -1.076 -0.29
C 7.4439 -4.5206 -9.0470 -0.042 0.280 0.039 -1.21
C -9.9402 2.2410 4.4306 3.401 -1.100 -2.337 -0.37
C -1.7793 9.9545 6.6142 0.219 -0.297 0.566 0.30
H 6.9018 -3.5877 -8.8584 0.096 -0.119 0.073 0.30
H 2.2935 1.0293 0.9121 1.034 1.377 1.549 0.21
H 5.4305 -5.9828 -9.6848 0.050 0.108 0.415 0.35
H -12.1926 5.3200 5.5157 0.394 -0.352 -1.795 0.32
H 3.6606 -1.7701 1.7709 0.022 -0.084 -0.123 0.29
H -5.2354 -9.3298 1.0464 -0.016 0.064 0.104 0.37
H 1.0989 1.6541 2.9783 2.327 1.012 0.370 0.15
H 10.0805 -4.0339 -10.6936 -0.227 -0.034 -0.159 0.20
H -4.9816 -7.0487 0.0218 -0.060 0.175 0.189 0.24
H -5.9898 -8.5897 2.4773 -0.064 0.006 -0.158 0.35
H -1.9838 10.8438 6.0081 -0.041 -0.270 -0.083 0.26
H 10.7231 -3.2479 -13.5903 0.073 -0.121 0.096 0.35
H -7.8873 5.9717 2.8796 0.153 -1.125 -0.447 0.37
H -0.8728 4.7314 6.2151 1.903 0.607 1.026 0.17
H -0.0616 8.9914 7.5231 -0.114 0.094 0.076 0.28
H -2.4026 10.8580 8.4865 -0.034 -0.122 -0.031 0.39
H 5.5195 -0.1326 0.2064 -0.377 -0.087 -0.197 0.35
H 10.3276 -6.3749 -11.5048 0.083 0.147 0.001 0.30
H 3.9542 1.1757 1.7968 -2.298 1.474 -0.663 0.16
H 7.4231 -4.6845 -10.1303 0.107 -0.086 0.128 0.24
H 5.1217 -2.5102 -5.5561 -0.011 -0.144 -0.042 0.30
H 5.9731 -4.8149 -5.1527 -0.110 0.069 0.265 0.12
H 4.0490 -3.3020 0.9540 0.065 0.099 0.048 0.39
H 0.3051 9.8644 6.0414 -0.110 0.074 0.115 0.30
H 0.0048 10.7690 7.5435 0.001 -0.129 -0.040 0.39
H 8.5599 -6.9300 -8.2441 -0.089 -0.035 -0.064 0.37
H -0.5655 3.0579 2.6687 0.349 1.631 1.787 0.23
H 3.7021 -4.1398 -3.5779 0.406 -0.096 -0.131 0.36
H 3.1221 2.7270 0.9858 -0.388 -1.903 1.395 0.31
H -2.4817 9.0810 8.4710 0.138 0.087 -0.034 0.33
H -0.4149 4.5888 8.8834 1.727 -0.722 -1.652 0.32
H 4.9367 -3.2310 -1.4749 0.144 0.170 -0.039 0.32
H 6.7805 -5.4705 -7.2336 -0.229 -0.064 -0.131 -0.08
H -4.1800 -3.7317 1.3862 -2.135 1.769 0.577 0.27
H 3.0252 -5.6476 -5.3450 0.076 0.128 -0.077 0.38
H 3.2281 -1.5710 -0.6731 0.112 0.236 0.055 0.24
H 4.3587 -6.6886 -4.8652 0.039 0.129 -0.075 0.31
H 7.0276 -7.8115 -8.0448 0.086 0.146 0.003 0.36
H -6.4097 -6.2110 2.3352 0.285 0.085 -0.295 0.30
H 11.8599 -5.4933 -11.7041 -0.097 -0.040 -0.070 0.36
H 0.1464 3.0573 7.9347 0.889 2.354 0.085 0.23
H -0.4873 6.2107 3.7476 -0.931 -1.626 -1.489 0.33
H 4.7425 -3.5545 -6.9455 -0.077 0.005 0.080 0.30
H 1.4613 4.3875 8.5694 -2.293 -0.505 -1.282 0.25
H -5.8608 7.4825 3.6494 1.750 -2.202 -0.907 0.17
H -1.9497 8.0212 6.3619 -0.092 0.352 -0.175 0.26
H 2.7071 1.2945 3.8954 -1.006 1.823 -1.808 0.27
H 10.7990 -5.8005 -13.0985 0.064 0.149 0.042 0.33
H 7.4990 -7.2371 -9.6385 0.065 0.168 0.037 0.32
H -0.5112 5.4930 1.9082 -0.625 0.044 2.665 0.29
H 5.1371 -1.6519 -2.2695 -0.071 -0.145 0.128 0.26
H -6.8411 -3.7713 0.4652 0.529 2.349 1.818 0.21
H 10.2018 -2.1511 -12.3184 0.097 -0.145 0.051 0.35
H -3.2964 -1.6230 3.1067 -2.545 -0.349 -1.097 0.30
H -2.9724 7.6040 3.9036 -1.550 -2.116 -1.104 0.24
H -0.0372 6.2194 7.0288 0.757 -2.304 -0.879 -0.02
H -9.1202 4.9140 6.5240 -0.982 1.096 -0.540 0.34
H -9.6513 -0.2588 4.3658 1.098 2.579 -0.965 0.30
H -5.0484 0.3920 3.7514 -1.132 -2.162 -1.692 0.30
H 4.2838 -6.0664 -6.5302 -0.074 0.035 0.093 0.25
H 6.2328 -2.1195 -0.9760 -0.100 -0.063 0.125 0.37
H -7.8526 -7.5873 0.9645 0.136 -0.100 0.003 0.34
H -7.0884 -8.3326 -0.4585 -0.054 0.091 0.072 0.38
H 11.7843 -2.9541 -12.1932 -0.099 0.003 -0.078 0.36
H -10.8944 2.1825 5.1356 2.273 0.383 -1.744 0.23
H -4.3079 -8.2390 2.1023 -0.115 -0.020 -0.139 0.31
H -1.4790 3.5172 4.2617 2.217 0.584 -1.406 0.43
H -8.7107 -1.6353 1.2087 2.486 -0.038 0.750 0.33
H 3.4862 -3.1224 -5.7625 0.032 -0.164 -0.049 0.37
H 5.3406 -2.1909 1.4658 -0.014 -0.067 -0.159 0.32
H 8.7305 -4.5462 -13.1448 0.046 0.094 0.420 0.34
H 8.4843 -4.3908 -8.7332 -0.081 0.004 -0.044 0.37
H -3.6994 10.0126 7.6099 0.167 0.065 0.005 0.32
H -2.6618 3.1747 1.8131 -1.559 2.399 1.019 0.13
H -7.3902 -6.5803 -0.4010 0.097 -0.136 0.022 0.30
```
Forces are in eV/Å.

Values from the calculation:
E_tot = -3607.653466 a.u.
orbital gap = 7.04 eV
multiplicity = 1
LUMO = -0.023 Eh
structure (SMILES) = CCOP(=O)(CCc1ccc2c(c1)Sc1c(-c3ccccc3)ccc(P(O)O)c1N2)OCC.CC(C)O.CC(C)O.CC(C)O.CC(C)O.CC(C)O.CC(C)O